1.
{"formula": "C10H14HgN3O4P", "method": "the ωB97M-V functional and the def2-TZVPD basis", "energy_ha": -1348.7324, "e_homo_ev": -15.332, "gap_ev": 6.04, "charge": 2, "species": ["Hg", "C", "O", "C", "O", "C", "O", "C", "O", "H", "H", "C", "N", "C", "N", "C", "N", "C", "P", "C", "C", "H", "H", "H", "H", "H", "H", "H", "H", "H", "H", "H", "H"], "xyz": [[-1.484541, -2.073820, -0.682116], [0.545905, -3.962457, -1.275336], [1.306224, -4.765324, -1.533196], [-3.391852, -3.891154, -1.364976], [-4.203852, -4.645827, -1.633609], [-1.493410, -1.121204, -3.468292], [-1.614576, -0.681100, -4.510017], [-1.666463, -2.954171, 2.108810], [-1.813157, -3.249736, 3.200655], [-4.432242, 0.700833, 0.121423], [-4.488616, -0.001439, -0.119538], [1.359408, 1.842842, 1.960750], [1.963105, 0.585172, 1.437028], [2.687591, 0.884003, 0.162512], [1.798059, 1.517425, -0.858784], [1.200609, 2.751876, -0.280283], [0.437108, 2.483184, 0.975840], [-0.766820, 1.669113, 0.733527], [-0.337592, -0.003835, 0.028055], [0.970610, -0.475274, 1.282538], [0.770713, 0.601018, -1.357389], [2.191046, 2.532987, 2.180257], [0.803307, 1.648310, 2.898491], [3.130286, -0.044325, -0.243899], [3.481315, 1.612256, 0.401924], [0.521371, 3.235168, -1.011793], [2.030080, 3.441182, -0.059318], [-1.306571, 1.492834, 1.680920], [-1.430238, 2.170450, 0.005852], [1.458969, -1.394822, 0.918927], [0.427900, -0.700312, 2.217964], [0.101837, 1.075702, -2.099518], [1.244490, -0.279558, -1.817408]], "atomic_forces_ev_per_a": [[-0.3, 0.0, 0.0], [1.4, -1.7, -0.6], [-1.7, 1.8, 0.6], [-1.9, -1.8, -0.6], [2.5, 2.3, 0.8], [-0.4, 0.9, -2.4], [0.3, -1.0, 2.4], [-0.5, -0.9, 2.8], [0.4, 0.8, -2.8], [0.0, -0.1, 0.0], [0.0, 0.0, 0.0], [-0.1, -0.2, -0.1], [-0.6, 0.5, -0.4], [-0.6, 0.2, 0.1], [-0.5, -0.1, 0.7], [-0.2, -0.2, -0.1], [0.5, -1.3, -0.6], [-0.9, 0.9, 0.5], [1.9, 0.5, 0.0], [0.0, -0.5, -0.1], [0.0, -0.3, -0.3], [-0.5, -0.2, -0.1], [0.3, 0.0, -0.5], [-0.2, 0.5, 0.2], [-0.3, -0.4, -0.2], [0.4, -0.3, 0.3], [-0.4, -0.2, 0.0], [0.2, 0.3, -0.4], [0.2, -0.1, 0.5], [-0.1, 0.2, 0.3], [0.5, 0.2, -0.2], [0.5, 0.0, 0.2], [-0.1, 0.3, 0.0]]}

---

2.
{"formula": "C10H14LuO5", "method": "the ωB97M-V functional and the def2-TZVPD basis", "energy_ha": -1999.8369, "e_homo_ev": -22.186, "gap_ev": 7.01, "charge": 3, "species": ["Lu", "O", "C", "C", "O", "C", "O", "C", "O", "C", "H", "H", "C", "H", "H", "C", "C", "O", "C", "C", "H", "H", "H", "H", "H", "H", "H", "H", "H", "H"], "xyz": [[-0.010159, -0.017843, 0.058367], [-0.009244, 3.264906, 0.220410], [0.014056, 2.114502, 0.123627], [0.021235, -2.129323, 0.053004], [0.006363, -3.284902, 0.215380], [2.117828, 0.017140, -0.031428], [3.265787, 0.005972, -0.012737], [-2.129834, 0.014981, -0.109786], [-3.287336, -0.005759, 0.001000], [-0.003273, 0.695189, -2.300148], [-0.947509, 1.277773, -2.390425], [0.941023, 1.280632, -2.391502], [0.000130, -0.692388, -2.293936], [0.946268, -1.276965, -2.390377], [-0.942656, -1.280622, -2.389014], [1.609072, -1.148231, 2.891747], [0.182999, -1.452652, 3.063633], [-0.644618, -0.485161, 2.238857], [-1.093179, 0.820565, 2.900033], [-2.249458, 0.516977, 3.764340], [2.029724, -1.440372, 1.936557], [2.069556, -1.750438, 3.648593], [1.864316, -0.107282, 3.092296], [-0.163446, -2.410608, 2.670678], [-0.234363, -1.230383, 4.031086], [-0.162589, 1.116102, 3.371127], [-1.317999, 1.518697, 2.068755], [-2.018324, -0.199455, 4.534790], [-2.484961, 1.455750, 4.202867], [-3.078605, 0.182798, 3.172906]], "atomic_forces_ev_per_a": [[-0.8, -0.1, 4.4], [0.1, -5.2, -0.5], [0.1, 10.6, 0.6], [0.0, -11.9, 1.0], [0.1, 6.3, -1.0], [10.0, 0.1, -0.2], [-4.6, 0.1, -0.2], [-11.3, 0.0, 0.3], [6.0, 0.1, -0.7], [0.1, -1.7, -1.6], [0.5, -0.4, 0.1], [-0.6, -0.5, 0.1], [0.0, 1.6, -1.7], [-0.6, 0.5, 0.1], [0.6, 0.5, 0.1], [0.3, 0.2, 0.4], [-2.1, 1.2, -0.8], [0.4, 0.6, -2.6], [1.3, -1.7, -0.5], [0.3, 0.3, -0.3], [0.1, -0.4, -0.3], [1.0, -0.3, 0.4], [0.0, 0.1, 0.2], [0.3, -0.1, 0.6], [0.4, -0.6, 0.7], [-0.2, 0.6, 0.5], [-0.1, -0.2, 0.3], [0.1, -0.2, 0.3], [-0.6, 0.8, 0.8], [-0.6, -0.2, -0.2]]}

---

3.
{"formula": "C10H14N2", "method": "the ωB97M-V functional and the def2-TZVPD basis", "energy_ha": -498.7529, "e_homo_ev": -8.245, "gap_ev": 9.16, "species": ["C", "C", "C", "C", "C", "C", "H", "H", "H", "H", "H", "H", "H", "H", "N", "N", "C", "C", "C", "C", "H", "H", "H", "H", "H", "H"], "xyz": [[-0.124868, -2.380143, -0.227872], [-1.198205, -1.712682, 0.649891], [-1.953375, -0.767300, 0.257016], [-2.646758, 0.151218, -0.378231], [-3.761566, 0.567126, -1.189173], [-2.779371, 1.598276, -0.695604], [0.902667, -2.216915, 0.073980], [-0.365611, -3.403981, -0.075898], [-0.180686, -1.997962, -1.262765], [-1.336282, -2.128408, 1.704332], [-4.707547, 0.405256, -0.743490], [-3.870863, 0.365991, -2.345486], [-2.114940, 2.053172, -1.378632], [-2.896851, 2.271747, 0.116641], [0.510266, 1.336519, 1.267867], [1.685162, 0.801107, 0.727797], [2.839675, 0.333020, 1.351539], [3.822812, 0.118624, 0.409179], [3.213522, 0.374619, -0.840311], [1.943503, 0.821796, -0.612352], [0.708505, 1.035186, 2.287078], [-0.285084, 0.902189, 0.923456], [2.902501, 0.099984, 2.484371], [4.740575, -0.383895, 0.475631], [3.706264, 0.470940, -1.770765], [1.246552, 1.284512, -1.208190]], "atomic_forces_ev_per_a": [[-0.8, 1.4, 0.2], [1.8, -1.9, 2.1], [-2.2, 2.6, -2.1], [2.1, -1.0, 0.5], [-0.9, -0.5, -2.8], [0.1, -0.6, 0.7], [0.1, 0.2, 0.5], [0.2, -1.2, -0.7], [-0.3, -0.6, 0.4], [0.3, 0.5, -1.4], [-1.0, 0.4, 0.6], [0.8, 0.3, 2.4], [0.7, 0.0, -1.0], [-0.9, 0.4, 0.7], [3.2, 0.7, 4.2], [1.9, -1.0, -1.6], [-0.4, -0.3, 2.6], [-2.0, -0.1, -0.6], [-0.1, 0.8, 0.2], [0.8, -0.3, 1.5], [-1.6, 1.0, -1.8], [-1.6, -1.6, -0.7], [-0.4, 0.6, -2.2], [1.1, -0.2, 0.7], [0.3, -0.3, -0.8], [-1.4, 0.8, -1.5]]}

---

4.
{"formula": "C10H14N2O2", "method": "the ωB97M-V functional and the def2-TZVPD basis", "energy_ha": -649.2688, "e_homo_ev": [-8.746, -8.747], "gap_ev": [7.79, 7.80], "species": ["C", "C", "C", "C", "C", "C", "C", "C", "C", "C", "N", "N", "O", "O", "H", "H", "H", "H", "H", "H", "H", "H", "H", "H", "H", "H", "H", "H"], "xyz": [[1.286211, -1.303706, -1.536917], [1.848937, -1.735590, 0.749504], [1.895679, 0.884473, 0.359147], [-3.472697, 0.671822, 0.056861], [-1.288908, -1.997010, 0.799899], [4.106286, 1.899137, 0.369497], [-2.159106, 1.049948, -0.579376], [-1.278717, -0.163390, -0.999136], [-0.565291, -0.781865, 0.181745], [0.912491, -1.215233, -0.114314], [1.557665, -1.228092, -2.665735], [2.580767, -2.149693, 1.531227], [1.131019, 1.490670, 1.003648], [3.093431, 0.911319, -0.085521], [-3.962583, 1.406547, 0.581804], [-3.403187, -0.092186, 0.735927], [-4.129348, 0.386735, -0.775625], [-2.021006, -1.620549, 1.480080], [-0.520442, -2.484470, 1.258276], [-1.773366, -2.495295, -0.033762], [3.581986, 2.473496, 1.220731], [4.290009, 2.650418, -0.398896], [5.140265, 1.293353, 0.450208], [-1.607450, 1.634292, 0.101258], [-2.389170, 1.499908, -1.491979], [-1.928343, -0.896465, -1.501362], [-0.523954, 0.049578, -1.748511], [-0.401170, -0.138163, 1.051334]], "atomic_forces_ev_per_a": [[0.2, 0.3, -0.3], [0.0, -1.0, 1.3], [-0.9, -2.1, -0.6], [0.1, -0.5, -2.9], [-1.1, 2.2, -2.2], [0.5, 0.0, 0.8], [0.5, -2.0, 0.1], [-0.4, 0.2, 0.4], [1.3, -1.6, 1.2], [-0.2, 4.0, -3.3], [-0.3, -0.3, 1.3], [0.6, -0.3, 0.5], [0.5, 0.6, 0.2], [0.3, -0.1, -0.3], [-0.9, 2.3, 1.0], [0.3, -2.3, 1.5], [-0.2, -0.3, 0.4], [-0.5, -0.1, 0.6], [1.3, -2.2, 1.6], [0.0, -0.7, 0.3], [1.6, -1.2, -0.7], [-0.4, -0.3, -0.3], [-2.8, 1.4, 0.6], [0.9, 1.2, 0.4], [-0.1, 1.6, -1.2], [0.1, -0.1, 0.3], [-0.1, 0.8, -0.2], [-0.3, 0.7, -0.4]]}

---

5.
{"formula": "C10H14N2OS", "method": "the ωB97M-V functional and the def2-TZVPD basis", "energy_ha": -972.1776, "e_homo_ev": [-7.109, -7.108], "gap_ev": [7.51, 7.51], "species": ["C", "C", "C", "C", "C", "C", "C", "C", "C", "C", "N", "N", "O", "S", "H", "H", "H", "H", "H", "H", "H", "H", "H", "H", "H", "H", "H", "H"], "xyz": [[3.265558, -0.831802, -1.337110], [4.072106, -0.253885, -0.513185], [0.000815, -0.336543, 0.158245], [0.047366, 0.986912, -0.195353], [1.836689, -1.141872, -1.149703], [-1.277829, -0.837819, 0.863024], [-1.233715, 1.691226, -0.721273], [-2.092691, 0.382389, 1.233084], [-2.494217, 1.165130, 0.021589], [2.377960, 0.774579, 0.788638], [3.646321, 0.414596, 0.666476], [1.280708, -0.957510, 0.228192], [4.439951, 0.331329, 1.690418], [1.638099, 1.849543, -0.417972], [3.616025, -1.458472, -2.262478], [5.122944, -0.236885, -0.698350], [1.342571, -0.383129, -1.888842], [1.737849, -2.107398, -1.546960], [-1.844231, -1.450202, 0.203624], [-0.974562, -1.314036, 1.785942], [-1.186433, 2.772318, -0.524860], [-1.430174, 1.549001, -1.773329], [-2.967548, 0.033354, 1.681343], [-1.430076, 0.977217, 1.915582], [-3.031301, 2.088769, 0.251630], [-3.149530, 0.624083, -0.560717], [1.822245, 0.690648, 1.779371], [1.376298, -1.752103, 0.875042]], "atomic_forces_ev_per_a": [[-0.6, -3.3, -2.4], [1.5, 1.8, 0.6], [0.3, 1.8, 1.3], [-0.9, 0.0, -1.9], [-0.6, 2.8, -0.4], [1.7, 1.2, -0.7], [0.3, -0.2, 1.4], [1.3, 0.5, 0.1], [1.8, 2.3, 0.9], [0.6, 0.9, 1.0], [-0.6, 0.0, 0.4], [-1.4, -1.5, -1.6], [0.0, -0.5, 0.3], [-1.2, -1.7, 0.4], [0.0, 1.7, 1.8], [0.6, 0.2, 0.3], [0.2, -1.5, 1.5], [-0.8, -1.5, -0.3], [-0.5, -1.0, -0.3], [0.0, -0.7, 0.1], [0.3, -0.3, -0.2], [0.6, 0.0, -0.5], [-1.4, -0.3, 1.4], [-1.0, -0.3, -0.3], [-0.3, -0.3, 0.5], [-1.2, -1.5, -1.6], [1.5, 0.7, -1.1], [0.0, 0.5, -0.7]]}

---

6.
{"formula": "C10H14N3O2", "method": "the ωB97M-V functional and the def2-TZVPD basis", "energy_ha": -703.6173, "e_homo_ev": [-13.751, -13.750], "gap_ev": [8.44, 8.43], "charge": 1, "species": ["C", "C", "C", "C", "C", "C", "C", "C", "C", "C", "N", "N", "N", "O", "O", "H", "H", "H", "H", "H", "H", "H", "H", "H", "H", "H", "H", "H", "H"], "xyz": [[0.150149, 2.439281, -1.979335], [0.010115, 0.217159, -1.016684], [0.372101, -1.179976, -1.077634], [0.240707, -1.681496, 0.419483], [-0.681796, -0.734425, 1.038980], [-0.432802, 3.275643, -1.198402], [-1.084919, 1.714210, 0.370351], [1.822622, -1.445252, -1.663482], [1.591595, -1.500681, 1.200765], [-2.687057, 1.945595, 0.281706], [0.342192, 1.127238, -1.783088], [-0.542389, 2.368527, 1.634154], [-0.856318, 0.228647, 0.176986], [-0.699286, 3.561197, 1.743510], [0.025129, 1.648206, 2.419142], [0.641796, 2.645485, -2.886892], [-0.259258, -1.830304, -1.720872], [-0.015115, -2.708843, 0.536942], [-0.943640, -0.812942, 2.035406], [-0.545219, 4.274000, -0.689657], [1.727818, -1.517495, -2.729778], [2.275847, -2.317841, -1.322933], [2.312821, -0.505955, -1.403102], [1.969769, -0.487535, 1.193772], [2.437646, -2.029416, 0.726648], [1.578326, -1.665136, 2.197884], [-2.950064, 1.476306, -0.701108], [-2.950055, 2.930936, 0.326348], [-3.227019, 1.310924, 1.100813]], "atomic_forces_ev_per_a": [[0.4, 0.3, -0.8], [-1.0, -1.2, -0.1], [2.3, -4.0, 0.0], [1.5, 0.2, -0.7], [1.4, 0.5, -3.4], [-1.2, -0.7, 4.5], [-3.9, 2.5, -0.3], [-2.2, 2.7, -0.1], [1.0, 1.1, -3.1], [1.8, -4.7, 0.4], [0.5, -2.7, 0.0], [-0.2, -0.7, -0.8], [0.8, 5.1, 1.5], [-0.1, -0.3, -0.2], [0.3, -0.5, 0.5], [0.3, 1.5, -1.2], [-0.4, 0.9, 0.5], [-0.5, -0.8, -0.1], [-1.1, 0.5, 1.8], [-0.1, -1.3, -1.1], [0.1, 0.2, -0.5], [0.7, -1.3, 0.8], [0.9, -0.5, -0.2], [-0.3, 0.8, -0.5], [-0.8, -0.3, 0.3], [-0.5, -1.3, 3.2], [-0.1, 0.6, 0.8], [-0.6, 2.5, 0.1], [1.0, 1.2, -1.3]]}